{"formula": "C43H82F18N10O16S6", "method": "ωB97M-V/def2-TZVPD", "lumo_ev": -9.23, "charge": 4, "homo_lumo_gap_ev": 4.51, "species": ["C", "C", "C", "O", "C", "N", "H", "H", "H", "H", "H", "H", "H", "H", "H", "H", "H", "H", "C", "C", "C", "O", "C", "N", "H", "H", "H", "H", "H", "H", "H", "H", "H", "H", "H", "H", "C", "C", "C", "O", "C", "N", "H", "H", "H", "H", "H", "H", "H", "H", "H", "H", "H", "H", "C", "C", "C", "O", "C", "N", "H", "H", "H", "H", "H", "H", "H", "H", "H", "H", "H", "H", "C", "C", "C", "N", "C", "C", "C", "C", "C", "C", "H", "H", "H", "H", "H", "H", "H", "H", "H", "H", "H", "H", "H", "H", "H", "H", "H", "H", "H", "H", "C", "N", "C", "C", "C", "C", "C", "C", "C", "C", "N", "C", "C", "C", "H", "H", "H", "H", "H", "H", "H", "H", "H", "H", "H", "H", "H", "H", "C", "F", "F", "F", "S", "O", "O", "N", "S", "O", "O", "C", "F", "F", "F", "C", "F", "F", "F", "S", "O", "O", "N", "S", "O", "O", "C", "F", "F", "F", "C", "F", "F", "F", "S", "O", "O", "N", "S", "O", "O", "C", "F", "F", "F"], "xyz": [[-1.4120, 3.3364, -5.5443], [-1.7827, 4.4996, -4.7043], [-0.5615, 5.3892, -4.3292], [0.1152, 5.8281, -5.5764], [1.2820, 6.5825, -5.3566], [-2.7018, 5.2600, -5.6599], [-2.6479, 6.2639, -5.5632], [-2.3766, 5.1127, -6.6047], [-3.6901, 5.1686, -5.4730], [-0.9564, 2.5409, -4.9547], [-0.5526, 3.5299, -6.1864], [-2.1532, 2.7881, -6.1257], [-2.4650, 4.4520, -3.8556], [0.0953, 4.7542, -3.7347], [-0.9154, 6.2356, -3.7406], [2.1115, 6.0624, -4.8776], [1.1005, 7.5186, -4.8286], [1.7008, 6.7102, -6.3548], [3.5477, -1.0074, -3.0013], [2.5829, 0.1232, -3.0209], [3.1727, 1.3404, -3.7804], [2.0863, 2.1130, -4.3947], [2.6816, 2.9773, -5.3763], [1.2244, -0.4147, -3.4690], [1.2724, -1.1444, -4.1657], [0.6032, -0.6321, -2.7029], [0.7375, 0.2269, -4.0783], [3.7535, -1.6463, -3.8601], [3.3389, -1.8190, -2.3043], [4.4135, -0.4883, -2.5900], [2.3997, 0.3579, -1.9724], [3.8757, 1.0624, -4.5656], [3.7620, 1.9929, -3.1360], [1.8670, 3.4840, -5.8938], [3.1610, 2.3992, -6.1663], [3.4654, 3.5768, -4.9132], [-6.2019, -2.8107, -2.0486], [-6.2744, -1.3513, -1.5385], [-4.9838, -0.4316, -1.5094], [-4.6243, -0.2228, -2.8614], [-3.5091, 0.5729, -3.1976], [-7.2717, -0.6390, -2.4688], [-7.6673, 0.1848, -2.0386], [-6.7630, -0.4063, -3.3097], [-8.1170, -1.1725, -2.6131], [-6.0129, -2.7465, -3.1201], [-7.1458, -3.2694, -1.7539], [-5.3326, -3.2540, -1.5629], [-6.6854, -1.1480, -0.5496], [-4.1840, -0.9376, -0.9687], [-5.3497, 0.4809, -1.0386], [-3.2218, 0.4116, -4.2366], [-2.7405, 0.3748, -2.4505], [-3.8367, 1.6033, -3.0598], [-0.1741, -5.6983, -4.5367], [-0.7722, -6.8098, -5.5016], [0.2493, -7.3446, -6.4920], [-0.4383, -8.3144, -7.2890], [0.4832, -9.1454, -7.9545], [-1.3885, -7.9729, -4.6619], [-1.6378, -8.7341, -5.2772], [-0.7401, -8.4127, -4.0245], [-2.2434, -7.8004, -4.1525], [-0.1487, -4.7873, -5.1347], [0.8100, -5.7673, -4.0732], [-0.8755, -5.4939, -3.7278], [-1.5998, -6.4083, -6.0865], [1.0592, -7.8614, -5.9772], [0.7045, -6.5851, -7.1276], [1.2184, -8.6258, -8.5690], [0.0635, -9.9416, -8.5694], [1.1555, -9.5895, -7.2204], [3.7659, 0.2534, 7.9729], [3.6400, -0.0943, 6.4935], [3.8768, 1.1090, 5.3821], [3.5773, 0.6684, 3.9230], [4.2688, -0.7024, 3.5639], [4.2354, -1.0849, 2.0828], [4.9455, 0.0059, 1.1741], [4.2250, 1.4407, 1.4479], [4.0314, 1.8044, 2.9692], [1.9730, 0.4143, 3.8351], [3.0272, -0.3235, 8.5293], [3.4443, 1.2937, 8.0211], [4.7499, 0.2699, 8.4415], [2.6375, -0.4964, 6.3471], [4.1869, -1.0161, 6.2955], [4.9202, 1.4230, 5.3541], [3.2547, 1.9985, 5.4814], [5.2758, -0.5798, 3.9627], [3.8640, -1.4806, 4.2109], [4.7137, -2.0520, 1.9279], [3.1962, -1.2734, 1.8134], [6.0068, 0.1009, 1.4040], [4.9170, -0.2172, 0.1076], [4.8377, 2.2036, 0.9676], [3.2551, 1.5406, 0.9606], [4.9480, 2.1845, 3.4203], [3.2322, 2.5349, 3.0947], [1.3701, 1.2681, 4.1445], [1.6352, -0.5329, 4.2556], [1.9947, 0.1941, 2.7678], [-5.4883, 5.5979, 3.8361], [-4.7987, 4.3348, 3.6142], [-4.5526, 3.8735, 2.4022], [-4.0710, 2.5387, 2.2614], [-3.8734, 1.7566, 3.3777], [-4.0777, 2.2395, 4.6610], [-4.4885, 3.6107, 4.7743], [-3.4660, 0.2916, 3.2547], [-4.1710, -0.5876, 2.4852], [-3.8481, -1.8897, 2.3407], [-2.7589, -2.3621, 2.9384], [-2.0032, -1.5648, 3.7977], [-2.3556, -0.2299, 3.9035], [-2.2500, -3.7120, 2.6506], [-4.8156, 6.2876, 4.3458], [-6.2733, 5.3605, 4.5541], [-6.0297, 5.8201, 2.9165], [-4.7792, 4.5835, 1.6206], [-3.9548, 2.2045, 1.2410], [-4.0898, 1.6459, 5.5632], [-4.7121, 4.0280, 5.7450], [-5.1130, -0.3051, 2.0388], [-4.4776, -2.5404, 1.7518], [-1.0370, -1.9779, 4.0470], [-1.6897, 0.4647, 4.3939], [-3.0414, -4.4507, 2.5235], [-1.5092, -3.9417, 3.4165], [-1.7779, -3.5920, 1.6755], [2.7160, 6.2020, 4.8512], [3.8067, 7.0178, 4.7969], [3.1246, 4.9809, 4.6169], [2.1453, 6.3246, 6.0216], [1.5362, 6.6721, 3.2794], [0.4696, 5.7140, 3.3726], [1.0379, 8.0670, 3.4913], [2.7286, 6.5439, 1.9640], [2.0260, 5.5467, 0.9710], [2.1836, 4.2353, 1.5426], [0.6934, 5.9737, 0.6560], [3.1101, 5.6972, -0.7483], [4.4275, 5.7749, -0.5557], [2.8862, 4.5552, -1.3704], [2.6636, 6.6864, -1.4973], [0.9899, -4.6089, 7.4275], [-0.0942, -3.7996, 7.6731], [1.8749, -4.6295, 8.4853], [0.5166, -5.8365, 7.3445], [1.7647, -4.0203, 5.7874], [0.8459, -3.0400, 5.2224], [3.0550, -3.4734, 6.2756], [2.0059, -5.5067, 4.8411], [2.2861, -4.9454, 3.5248], [1.2097, -4.3493, 2.7825], [3.5641, -4.1678, 3.4942], [2.6658, -6.6466, 2.6459], [1.5380, -6.9770, 2.0535], [3.6664, -6.4978, 1.8163], [3.1128, -7.5151, 3.5017], [0.8604, -3.2074, -0.8546], [2.1383, -2.7292, -0.7716], [0.5221, -3.6304, -2.0373], [0.8988, -4.1780, 0.1107], [-0.4057, -1.7780, -0.0913], [-1.7469, -2.0875, -0.5890], [-0.2129, -1.8701, 1.3712], [0.0609, -0.3427, -0.8895], [-0.5692, 0.7688, 0.0167], [-2.0356, 0.6665, 0.2061], [0.2636, 1.0442, 1.1790], [-0.2445, 2.3607, -1.0455], [1.0720, 2.5751, -1.2332], [-0.8486, 2.2307, -2.2336], [-0.7514, 3.3798, -0.3244]], "forces_ev_per_angstrom": [[1.494, -2.696, 0.482], [-0.254, 1.877, -0.781], [0.166, -0.093, -1.766], [-2.001, -1.405, 2.002], [1.182, 0.271, -0.605], [0.381, 1.996, 0.234], [0.768, 0.871, 0.288], [-0.505, -0.325, -0.657], [-0.446, -1.127, -0.557], [-0.120, -0.021, 0.587], [-0.310, 0.755, -0.318], [-0.500, 0.579, 0.063], [0.623, -1.045, 0.400], [0.207, 0.130, 0.154], [0.239, 0.202, 0.050], [-0.389, -0.482, 0.676], [-0.073, 0.056, -0.188], [-0.296, 0.692, -0.043], [1.030, -1.025, 1.010], [-0.317, -0.380, 0.371], [-1.739, 0.472, -0.903], [1.159, -0.864, 0.355], [-0.288, -0.641, -0.289], [0.374, 1.051, -2.222], [0.690, -1.118, 0.362], [-0.304, -0.162, 1.032], [-0.228, 1.500, 0.248], [0.187, 1.073, -0.881], [-0.418, 0.592, 0.562], [0.727, -0.654, -0.375], [-0.115, 0.411, -0.109], [-0.164, -0.554, -0.173], [-0.253, -0.116, 0.563], [0.186, 0.585, 0.473], [0.176, -0.325, 0.021], [-0.372, 0.540, -0.078], [0.478, 1.828, 1.016], [0.526, 1.037, -0.239], [-0.986, -1.093, -1.395], [-1.187, -1.078, -0.584], [-0.297, 0.585, 1.354], [0.050, -0.042, 1.205], [0.371, 0.843, 0.104], [0.021, 0.167, -0.716], [-0.070, -0.829, -0.636], [-0.195, -0.435, -0.005], [0.251, -0.488, -0.377], [-0.245, -0.388, -0.061], [-0.212, -0.950, 0.160], [0.079, 0.206, 0.334], [0.550, 0.411, 0.250], [-0.035, -0.276, 0.233], [0.510, 0.005, -0.386], [0.356, 0.411, -0.196], [-1.224, -0.062, -0.775], [0.930, 0.955, 1.248], [-0.668, -1.652, -0.147], [-0.251, 0.679, 0.317], [1.706, -0.717, -0.122], [0.599, -0.078, -0.944], [-0.033, -0.407, -1.013], [0.622, 0.171, 0.483], [-0.237, 0.774, 0.261], [0.004, 0.031, -0.064], [0.048, -0.909, -0.373], [-0.125, -0.045, 0.021], [-0.134, -0.002, 0.318], [0.278, 0.066, 0.300], [-0.223, 0.417, 0.181], [-0.434, 0.651, -0.401], [-0.611, 0.362, 0.318], [-0.176, -0.529, 0.335], [-0.521, 1.568, -0.478], [-0.182, 0.219, -1.489], [0.392, -2.099, 0.216], [-1.600, -1.667, 0.780], [0.297, 0.773, 0.702], [0.673, 1.008, -0.534], [-1.911, 1.175, 1.480], [0.570, -1.377, 0.537], [-0.425, -0.749, -0.132], [2.537, -0.378, -1.828], [0.419, -0.109, 0.159], [-0.224, 0.198, 0.508], [0.011, -0.547, -0.322], [-0.364, 0.456, -0.094], [0.688, 0.407, -0.438], [0.015, -0.050, 0.284], [-0.058, -0.142, 0.554], [0.285, 0.163, -0.382], [-0.497, 0.062, -0.256], [0.117, -0.024, 0.466], [-0.117, 0.238, -0.343], [-0.036, -0.113, 0.337], [-0.331, -0.144, 0.006], [0.044, 0.233, 0.397], [-0.139, -0.415, -0.029], [-0.006, -0.048, -0.152], [0.275, 0.341, -0.303], [0.500, 0.100, -0.192], [0.643, 0.131, 0.731], [-1.136, 0.603, -0.097], [-0.884, -0.322, 0.644], [1.009, -1.253, 2.960], [0.596, -1.781, 0.351], [-0.821, 2.107, -0.552], [0.549, -1.942, 0.008], [-1.066, 3.490, 0.040], [-0.043, -2.280, -1.969], [0.367, 0.719, 0.158], [-2.055, 0.779, -0.527], [0.524, -0.625, 0.201], [0.847, 0.399, 1.722], [-1.023, -0.136, -2.712], [0.590, 0.351, 0.325], [0.327, 0.146, -0.597], [-0.096, 0.468, -0.799], [-0.077, 0.162, 0.049], [0.587, 0.858, 0.108], [0.088, -0.341, -0.343], [0.399, -0.370, 0.129], [0.466, -0.103, -0.046], [-0.064, 0.393, -0.179], [-0.004, 0.345, -0.183], [0.322, -0.322, 0.033], [0.037, -0.159, 0.691], [0.109, -0.205, 0.397], [-0.098, 0.193, 0.542], [-0.071, -0.402, -0.269], [0.327, -0.330, 0.227], [0.635, 2.428, -2.716], [-1.014, -0.625, 0.258], [0.122, -1.230, 0.387], [-0.353, -0.215, -0.006], [0.666, 3.939, 1.303], [0.197, -1.092, -0.201], [2.003, -2.916, -0.734], [-1.858, 0.965, 2.096], [1.070, 0.827, 0.927], [0.054, -1.732, -1.559], [-0.618, -0.415, -1.741], [-0.403, -0.032, 2.783], [-0.527, 0.425, 0.001], [-0.344, -1.037, -0.930], [0.158, 0.222, -0.083], [-0.471, -0.676, 1.375], [1.651, -0.431, 0.060], [-1.491, 0.900, -2.070], [-0.005, -0.179, -0.446], [3.414, 0.195, 1.590], [-0.056, -0.880, 0.158], [-2.570, -1.087, -1.093], [-2.807, 1.299, 7.569], [5.314, 1.337, -6.426], [-0.898, 0.210, -0.644], [-2.178, -0.981, -0.557], [0.478, 2.902, 1.738], [-0.321, -1.080, -0.683], [0.237, 0.527, -1.906], [-0.758, -1.389, 1.071], [1.379, 0.806, 4.814], [-1.415, 0.154, -1.270], [0.069, -0.115, -0.396], [-1.314, 0.889, -2.147], [0.006, -1.295, 0.276], [0.975, -0.488, 0.236], [0.015, 0.660, -3.105], [-0.202, -2.891, 0.609], [0.219, 3.606, 1.968], [1.734, 0.263, -0.445], [-1.415, -0.311, -0.947], [0.570, -0.428, 1.935], [-1.347, -0.431, -0.028], [-0.130, 0.459, -0.297], [0.233, -0.945, -1.210]], "mulliken_charge": [-1.190, 0.252, -0.576, -0.395, -0.759, -0.224, 0.347, 0.371, 0.322, -0.209, 0.471, 0.476, 0.456, 0.118, 0.662, 0.220, 0.364, 0.308, -1.656, 1.484, -1.145, -0.205, -0.769, 0.392, 0.515, 0.054, 0.088, 0.466, 0.264, 0.437, -0.553, 0.660, 0.491, 0.145, 0.353, 0.346, -1.234, -0.202, -0.094, -0.541, -0.347, -0.231, 0.343, 0.323, 0.355, 0.402, 0.435, 0.309, 0.488, 0.113, 0.258, 0.361, -0.088, 0.326, -1.543, 0.346, -0.875, -0.352, -0.767, -0.344, 0.363, 0.360, 0.341, 0.431, 0.459, 0.423, 0.281, 0.447, 0.465, 0.327, 0.295, 0.339, -1.414, -0.014, -0.717, 0.488, -0.725, 0.103, -1.044, -0.015, -0.962, -0.457, 0.342, 0.368, 0.356, 0.031, 0.357, 0.401, 0.463, 0.543, 0.153, 0.562, -0.336, 0.437, 0.232, 0.693, -0.387, 0.399, 0.631, 0.471, -0.056, 0.067, -0.920, 0.070, -0.623, -0.405, 0.165, -0.727, -0.503, 1.111, -0.258, -0.596, 0.230, -0.776, -0.449, -0.861, 0.338, 0.402, 0.323, 0.474, 0.475, 0.548, 0.501, 0.593, 0.461, 0.612, 0.649, 0.362, 0.224, 0.361, 0.525, -0.228, -0.158, -0.189, 0.836, -0.501, -0.640, -0.583, 0.935, -0.228, -0.616, 0.411, -0.207, -0.170, -0.216, 0.502, -0.216, -0.189, -0.207, 0.872, -0.459, -0.568, -0.590, 1.137, -0.399, -0.683, 0.461, -0.211, -0.227, -0.205, 0.139, -0.112, -0.112, -0.149, 0.394, -0.725, 0.211, -0.295, 0.093, -0.052, -0.042, -0.220, 0.073, -0.197, -0.098]}